1.
C32H33F9IO30PS | ωB97M-V/def2-TZVPD

Positions of all 107 atoms, in Å:
O: -3.456 -0.253 0.984
C: -2.631 0.799 1.043
O: -2.836 2.171 1.571
C: -1.679 2.325 2.516
O: -1.735 2.915 3.724
C: -0.449 1.579 1.721
S: 1.393 1.499 2.043
O: 2.132 2.085 0.822
O: 1.763 -0.034 2.112
C: 1.952 2.257 3.663
F: 3.218 1.622 4.180
F: 0.903 1.881 4.683
C: 1.995 3.895 3.646
F: 0.768 4.349 2.908
F: 1.848 4.329 5.085
C: 3.362 4.554 3.031
F: 4.127 5.142 4.180
F: 4.237 3.622 2.285
C: 3.065 5.844 2.012
F: 2.217 6.892 2.630
F: 2.574 5.356 0.699
F: 4.412 6.467 1.777
C: -1.062 0.866 0.566
P: -0.326 0.161 -1.050
O: -1.708 -0.391 -1.997
I: 0.578 2.075 -2.311
H: -2.318 -0.971 -1.418
O: 9.098 -0.994 1.312
C: 8.443 0.033 1.381
O: 8.896 1.264 1.004
C: 7.781 2.136 1.023
C: 6.843 1.472 1.978
O: 7.162 0.100 1.846
H: 8.076 3.135 1.356
H: 7.369 2.205 0.011
H: 7.016 1.778 3.015
H: 5.795 1.653 1.724
O: -2.014 2.781 -1.091
C: -2.878 3.050 -1.908
O: -4.168 3.367 -1.592
C: -4.782 3.827 -2.781
C: -3.957 3.199 -3.858
O: -2.682 3.072 -3.259
H: -5.829 3.515 -2.823
H: -4.735 4.921 -2.803
H: -4.319 2.204 -4.135
H: -3.904 3.821 -4.756
O: -4.734 -2.114 -1.755
C: -5.274 -2.741 -0.859
O: -4.714 -2.981 0.362
C: -5.729 -3.531 1.180
C: -6.687 -4.115 0.193
O: -6.519 -3.295 -0.948
H: -5.317 -4.284 1.857
H: -6.179 -2.727 1.773
H: -6.434 -5.147 -0.074
H: -7.721 -4.082 0.546
O: -1.373 2.763 -5.869
C: -1.838 3.298 -6.861
O: -3.168 3.538 -7.057
C: -3.273 4.364 -8.202
C: -2.009 4.079 -8.947
O: -1.097 3.733 -7.922
H: -4.164 4.111 -8.781
H: -3.342 5.408 -7.880
H: -2.110 3.230 -9.631
H: -1.652 4.947 -9.508
O: 1.457 -2.367 -2.838
C: 1.428 -3.126 -1.884
O: 1.248 -4.476 -1.978
C: 1.501 -5.015 -0.694
C: 1.252 -3.858 0.219
O: 1.569 -2.737 -0.583
H: 0.835 -5.858 -0.489
H: 2.538 -5.363 -0.655
H: 0.204 -3.787 0.528
H: 1.885 -3.889 1.111
O: 1.375 -7.945 2.638
C: 2.512 -7.577 2.393
O: 3.009 -6.346 2.707
C: 4.403 -6.392 2.468
C: 4.544 -7.494 1.469
O: 3.452 -8.344 1.766
H: 4.763 -5.433 2.083
H: 4.917 -6.613 3.409
H: 4.445 -7.140 0.438
H: 5.491 -8.030 1.571
O: -11.270 -5.025 -3.669
C: -10.134 -4.657 -3.914
O: -9.636 -3.426 -3.599
C: -8.242 -3.472 -3.839
C: -8.102 -4.574 -4.838
O: -9.194 -5.424 -4.541
H: -7.883 -2.513 -4.224
H: -7.729 -3.692 -2.898
H: -8.200 -4.219 -5.869
H: -7.154 -5.110 -4.736
O: 7.762 2.594 8.818
C: 6.898 2.862 8.000
O: 5.608 3.179 8.317
C: 4.994 3.639 7.128
C: 5.818 3.012 6.051
O: 7.094 2.884 6.650
H: 3.947 3.327 7.086
H: 5.041 4.733 7.106
H: 5.456 2.016 5.774
H: 5.872 3.633 5.152

Kohn-Sham gap: 0.2358 Ha
max |F|: 9.79 eV/A
highest occupied orbital energy: -0.3208 Ha
SMILES: O=C1OC(=O)C(S(=O)(=O)C(F)(F)C(F)(F)C(F)(F)C(F)(F)F)=C1P(O)I.O=C1OCCO1.O=C1OCCO1.O=C1OCCO1.O=C1OCCO1.O=C1OCCO1.O=C1OCCO1.O=C1OCCO1.O=C1OCCO1
spin multiplicity: 1

2.
C5H14 | ωB97M-V/def2-TZVPD

Positions of all 19 atoms, in Å:
C: 0.622 1.732 0.682
C: 0.246 1.258 -0.730
C: 1.421 1.506 -1.690
H: 1.305 2.584 0.638
H: 1.182 0.951 1.193
H: -0.216 2.061 1.306
H: 0.132 0.175 -0.687
H: -0.676 1.663 -1.143
H: 1.276 0.932 -2.607
H: 1.550 2.554 -1.946
H: 2.325 1.074 -1.249
C: -0.930 -2.455 1.501
C: -1.328 -1.889 0.139
H: -1.825 -2.579 2.110
H: -0.353 -3.376 1.445
H: -0.317 -1.725 2.044
H: -0.541 -1.962 -0.617
H: -1.594 -0.843 0.252
H: -2.204 -2.404 -0.263

Kohn-Sham gap: 0.4559 Ha
max |F|: 0.93 eV/A
highest occupied orbital energy: -0.4150 Ha
SMILES: CCC.CC
energy relative to the best compared isomer or geometry (same formula, charge and spin): 21.26 kJ/mol
spin multiplicity: 1

3.
C45H107N7O9 | ωB97M-V/def2-TZVPD

Positions of all 168 atoms, in Å:
C: 1.924 2.488 9.413
C: 2.716 2.741 8.074
C: 2.837 1.413 7.356
C: 1.755 3.634 7.267
C: 2.250 4.004 5.870
C: 3.727 4.319 5.792
C: 4.407 4.490 7.181
C: 5.925 4.439 7.009
C: 3.932 5.905 7.619
N: 3.946 3.521 8.193
O: 4.716 3.313 9.361
H: 2.452 1.957 10.204
H: 1.791 3.459 9.891
H: 1.033 1.914 9.158
H: 3.565 1.461 6.546
H: 3.195 0.721 8.118
H: 1.919 0.902 7.066
H: 0.794 3.136 7.138
H: 1.570 4.605 7.728
H: 1.995 3.099 5.319
H: 1.722 4.835 5.402
H: 3.946 5.116 5.080
H: 4.157 3.430 5.330
H: 6.307 3.441 6.795
H: 6.307 4.816 7.958
H: 6.381 5.079 6.253
H: 4.548 6.707 7.214
H: 4.173 6.052 8.672
H: 2.863 6.112 7.573
H: 4.312 3.887 10.016
C: -2.664 -4.247 -6.872
C: -4.132 -3.785 -7.089
C: -4.490 -2.715 -6.028
C: -4.338 -3.071 -8.485
C: -4.370 -4.049 -9.650
C: -5.419 -5.174 -9.485
C: -5.350 -5.920 -8.101
C: -6.689 -6.640 -7.980
C: -4.142 -6.904 -8.206
N: -5.087 -4.942 -6.988
O: -5.143 -5.571 -5.746
H: -2.684 -4.926 -6.020
H: -1.916 -3.542 -6.509
H: -2.231 -4.667 -7.780
H: -5.466 -2.233 -6.073
H: -3.733 -1.946 -6.177
H: -4.340 -3.121 -5.028
H: -5.193 -2.395 -8.488
H: -3.556 -2.333 -8.664
H: -3.378 -4.480 -9.785
H: -4.551 -3.493 -10.570
H: -5.243 -5.858 -10.315
H: -6.441 -4.796 -9.487
H: -6.796 -7.374 -7.181
H: -7.521 -5.947 -7.861
H: -6.868 -7.278 -8.845
H: -4.024 -7.334 -7.212
H: -4.437 -7.685 -8.907
H: -3.158 -6.512 -8.468
H: -5.960 -5.259 -5.352
C: -0.164 6.524 -4.738
C: -1.178 5.407 -5.207
C: -0.955 5.185 -6.735
C: -0.738 4.129 -4.349
C: -1.664 2.990 -4.491
C: -3.075 3.439 -3.946
C: -3.630 4.716 -4.762
C: -4.199 4.270 -6.105
C: -4.742 5.162 -3.792
N: -2.618 5.756 -4.922
O: -3.060 6.949 -5.458
H: -0.096 7.259 -5.540
H: -0.612 6.896 -3.817
H: 0.833 6.103 -4.605
H: -1.248 6.048 -7.332
H: 0.066 4.907 -6.998
H: -1.460 4.297 -7.115
H: 0.279 3.852 -4.625
H: -0.818 4.243 -3.268
H: -1.759 2.858 -5.569
H: -1.207 2.068 -4.132
H: -3.040 3.561 -2.864
H: -3.716 2.578 -4.133
H: -3.465 3.809 -6.766
H: -4.735 5.085 -6.592
H: -5.024 3.577 -5.943
H: -4.496 5.114 -2.731
H: -5.556 4.443 -3.890
H: -5.203 6.066 -4.191
H: -3.614 7.248 -4.734
C: -5.407 0.971 2.690
O: -4.330 1.887 2.576
C: -4.368 2.911 3.553
C: -2.940 3.414 3.607
C: -3.138 4.728 4.444
N: -2.424 3.751 2.315
H: -5.371 0.236 1.886
H: -6.390 1.440 2.719
H: -5.345 0.391 3.610
H: -5.028 3.695 3.182
H: -4.792 2.636 4.519
H: -2.235 2.778 4.142
H: -2.190 5.267 4.443
H: -3.330 4.500 5.493
H: -3.854 5.413 3.992
H: -1.422 3.633 2.355
H: -2.759 3.071 1.648
C: 2.386 1.907 0.806
O: 1.180 1.127 1.113
C: 1.384 -0.279 1.026
C: 0.032 -1.094 0.963
C: -0.656 -0.946 -0.321
N: -0.821 -0.639 2.054
H: 3.049 1.868 1.670
H: 2.235 2.965 0.589
H: 2.982 1.593 -0.052
H: 2.126 -0.568 0.282
H: 1.844 -0.543 1.978
H: 0.273 -2.129 1.204
H: -1.632 -1.428 -0.378
H: -0.050 -1.420 -1.093
H: -0.835 0.124 -0.425
H: -0.316 0.174 2.377
H: -1.587 -0.108 1.665
C: 7.152 -0.371 3.112
O: 7.134 0.464 1.963
C: 8.178 1.389 1.898
C: 8.353 2.078 0.526
C: 8.889 1.142 -0.612
N: 9.108 3.315 0.546
H: 8.074 -0.952 3.122
H: 6.330 -1.081 3.202
H: 7.219 0.258 4.000
H: 8.096 2.144 2.680
H: 9.144 0.925 2.098
H: 7.415 2.483 0.147
H: 9.566 1.672 -1.281
H: 7.984 0.780 -1.099
H: 9.420 0.245 -0.293
H: 10.042 3.060 0.834
H: 8.686 4.074 1.061
C: 3.029 -5.506 -0.468
O: 2.895 -6.265 0.708
C: 2.486 -7.601 0.620
C: 2.325 -8.240 2.026
C: 3.651 -8.374 2.790
N: 1.581 -9.475 2.093
H: 3.706 -6.113 -1.070
H: 3.485 -4.525 -0.337
H: 2.057 -5.407 -0.953
H: 1.491 -7.601 0.174
H: 3.169 -8.189 0.008
H: 1.800 -7.542 2.679
H: 4.206 -9.152 2.264
H: 3.559 -8.607 3.850
H: 4.266 -7.497 2.588
H: 0.743 -9.250 1.576
H: 1.243 -9.638 3.031
O: -1.545 -6.788 5.410
C: -2.551 -5.915 5.008
C: -2.264 -5.179 3.689
O: -3.213 -4.238 3.405
H: -2.003 -7.607 5.614
H: -3.523 -6.407 4.989
H: -2.517 -5.221 5.848
H: -2.027 -5.913 2.918
H: -1.336 -4.624 3.824
H: -2.734 -3.416 3.280

Kohn-Sham gap: 0.2956 Ha
max |F|: 4.07 eV/A
highest occupied orbital energy: -0.2858 Ha
SMILES: CC1(C)CCCC(C)(C)N1O.CC1(C)CCCC(C)(C)N1O.CC1(C)CCCC(C)(C)N1O.COC[C@H](C)N.COC[C@H](C)N.COC[C@H](C)N.COC[C@H](C)N.OCCO
energy relative to the best compared isomer or geometry (same formula, charge and spin): 479.35 kJ/mol
spin multiplicity: 1

4.
C7H11N | ωB97M-V/def2-TZVPD

Positions of all 19 atoms, in Å:
C: 0.681 -1.601 0.010
C: 1.642 -0.484 0.071
C: 0.095 1.459 0.796
C: -0.934 0.931 1.811
C: -0.556 -0.769 -1.984
C: 0.492 0.426 -0.219
C: -0.174 0.411 -1.486
N: -1.142 -1.668 -2.584
H: -2.156 -1.586 -2.675
H: -0.357 1.337 -2.031
H: 0.055 -1.817 0.862
H: 0.787 -2.383 -0.724
H: 2.405 -0.497 -0.707
H: 2.087 -0.285 1.048
H: -0.334 2.322 0.277
H: 0.981 1.807 1.339
H: -1.205 1.711 2.524
H: -0.528 0.087 2.372
H: -1.839 0.597 1.300

Kohn-Sham gap: 0.2916 Ha
max |F|: 1.29 eV/A
highest occupied orbital energy: -0.2655 Ha
energy relative to the best compared isomer or geometry (same formula, charge and spin): 439.28 kJ/mol
spin multiplicity: 1

5.
C16H17N3O4S | ωB97M-V/def2-TZVPD

Positions of all 41 atoms, in Å:
C: -4.705 -1.205 -1.113
C: -3.582 -1.880 -0.967
C: -2.931 -2.153 0.356
N: -1.584 -1.602 0.389
C: -1.367 -0.283 0.645
S: -2.752 0.722 1.015
C: -1.937 2.325 1.282
C: -0.771 2.703 0.370
O: 0.236 3.153 0.877
N: -0.954 2.653 -0.967
C: -2.146 2.212 -1.646
C: 0.179 2.916 -1.826
N: -0.224 0.298 0.627
C: 0.887 -0.436 0.333
C: 2.130 0.202 0.298
C: 3.258 -0.539 -0.001
C: 4.602 0.089 -0.053
O: 5.628 -0.511 -0.252
O: 4.575 1.413 0.140
C: 3.166 -1.915 -0.262
C: 1.945 -2.545 -0.231
C: 0.792 -1.813 0.064
C: -0.516 -2.460 0.081
O: -0.722 -3.632 -0.150
H: -5.145 -1.037 -2.080
H: -5.235 -0.802 -0.266
H: -3.052 -2.281 -1.821
H: -3.513 -1.726 1.176
H: -2.820 -3.234 0.496
H: -2.737 3.063 1.202
H: -1.547 2.330 2.300
H: -2.231 2.762 -2.585
H: -3.037 2.409 -1.055
H: -2.109 1.142 -1.879
H: -0.057 3.720 -2.526
H: 1.017 3.215 -1.201
H: 0.447 2.018 -2.387
H: 2.178 1.257 0.513
H: 5.475 1.772 0.108
H: 4.072 -2.456 -0.486
H: 1.846 -3.601 -0.430

Kohn-Sham gap: 0.3073 Ha
max |F|: 0.85 eV/A
highest occupied orbital energy: -0.3142 Ha
SMILES: C=CCn1c(SCC(=O)N(C)C)nc2cc(C(=O)O)ccc2c1=O
energy relative to the best compared isomer or geometry (same formula, charge and spin): 147.07 kJ/mol
spin multiplicity: 1

What is the formula in the third record? C45H107N7O9